Record 1
{
  "formula": "C33H34N2O5PRh",
  "method": "ωB97M-V/def2-TZVPD",
  "symbols": ["H", "H", "O", "H", "H", "H", "H", "C", "C", "H", "C", "H", "C", "H", "H", "C", "H", "C", "H", "C", "H", "H", "H", "C", "H", "C", "C", "H", "H", "O", "H", "C", "C", "O", "H", "O", "C", "H", "H", "C", "H", "O", "N", "C", "C", "C", "C", "C", "C", "C", "C", "H", "H", "C", "C", "H", "C", "C", "H", "C", "P", "H", "C", "C", "H", "C", "C", "C", "H", "C", "H", "H", "H", "H", "Rh", "N"],
  "positions_angstrom": [[5.9035, 0.2907, 0.8666], [0.5763, 4.8109, -1.1628], [-3.3911, 1.5274, 1.3592], [-1.8314, 4.6750, -2.0016], [-3.6146, -0.5037, 2.8434], [0.2622, -1.9998, 2.6033], [2.5719, 2.3159, -1.1841], [-0.4205, 0.5214, 2.6807], [-1.5451, 2.5152, -1.5783], [-3.7224, -2.8854, 3.3004], [-0.2399, -4.3506, -0.3718], [-1.4891, -2.8565, -1.3319], [0.5020, -3.1468, -5.4686], [3.1628, -1.0989, -3.4783], [5.8222, -0.4350, -1.4764], [0.6988, -1.3964, -3.7851], [-1.2252, -6.1525, 0.1995], [2.6896, -1.3078, -0.5835], [-0.9807, -4.0255, 3.2006], [0.7147, -6.0280, 1.0968], [0.9954, -5.1364, -4.8088], [1.8385, 1.6070, 0.2800], [3.7326, -2.6668, -2.9393], [-1.3805, -3.9418, -1.2573], [-2.3156, -4.3427, -0.8679], [0.7772, -0.0222, -3.5190], [0.4977, 2.7348, -0.8901], [-1.2408, -4.3300, -2.2680], [0.4593, 0.6991, -4.2561], [-0.0518, 1.2597, 3.5702], [-1.6248, -0.5399, 4.0482], [0.9282, -3.5891, -0.2247], [1.1225, -3.7115, -3.2122], [0.0833, 0.5540, 1.4875], [0.6163, -6.9743, 1.6114], [-1.3022, -2.1443, 1.2508], [3.8933, -0.3308, 1.2891], [1.3725, -4.4701, -2.4801], [0.2877, -3.4439, -6.4858], [-1.5181, -3.0893, 3.3455], [4.8855, -1.3677, -3.2346], [-2.5864, 0.0999, -0.1360], [0.0555, 3.9549, -1.2585], [1.8734, -5.2809, 1.2221], [-0.8251, -1.9572, 2.5973], [0.8912, -4.0979, -4.5272], [-1.2463, 3.8311, -1.6935], [1.8635, 2.4790, -0.3698], [-2.7678, -0.6293, 2.1675], [1.0021, -2.3899, -2.8128], [-2.7074, -2.0345, 1.5710], [2.8796, -3.4837, 0.6636], [0.1325, -1.0732, -5.8335], [5.0007, -0.1594, 0.4757], [4.9502, -0.5645, -0.8473], [-1.5850, -2.8874, 4.4138], [1.9759, -4.0672, 0.5573], [-2.8898, -3.1150, 2.6362], [1.1809, 0.3651, -2.5970], [-2.9271, 0.4430, 1.0888], [1.0437, -1.9623, -1.0372], [-3.2908, -2.1571, 0.6627], [3.8957, -1.5942, -2.8416], [-1.4247, -0.5904, 2.9772], [2.2117, 3.3207, 0.2280], [0.4043, -1.8233, -5.1032], [-0.3213, -5.5640, 0.3008], [2.7496, -0.8920, 0.7494], [3.8976, -0.0088, 2.3206], [3.8141, -1.1486, -1.4069], [-2.4746, 2.0052, -1.7421], [1.8670, -0.9667, 1.3673], [2.6938, -5.6325, 1.8319], [-3.0782, -4.0840, 2.1770], [-0.5758, -0.2807, -0.3459], [-0.4492, 1.8420, -1.0823]],
  "forces_ev_per_angstrom": [[0.021, 0.008, 0.007], [-0.054, -0.090, -0.013], [-0.125, 0.161, 0.262], [-0.058, 0.063, -0.030], [0.054, 0.007, -0.003], [0.011, 0.021, -0.002], [0.044, -0.043, -0.014], [0.091, -0.057, -0.205], [-0.028, 0.027, 0.000], [-0.008, -0.005, 0.007], [-0.009, -0.074, 0.033], [0.013, -0.070, 0.024], [-0.006, 0.077, 0.035], [0.101, 0.004, 0.054], [0.015, 0.009, -0.004], [-0.010, 0.269, -0.071], [-0.016, -0.023, 0.000], [-0.057, 0.023, 0.000], [0.033, -0.013, -0.008], [-0.003, -0.008, -0.024], [-0.006, -0.031, -0.005], [0.000, 0.008, -0.017], [0.003, -0.018, 0.002], [-0.122, 0.104, 0.068], [-0.035, -0.008, 0.000], [-0.076, -0.103, 0.039], [0.154, -0.014, 0.056], [-0.036, 0.015, 0.001], [0.016, 0.026, -0.083], [0.013, 0.190, 0.449], [-0.010, 0.021, -0.091], [0.129, 0.055, -0.054], [-0.036, -0.039, -0.019], [0.021, -0.062, -0.228], [-0.003, -0.029, 0.021], [-0.043, -0.187, -0.066], [-0.062, -0.024, -0.059], [0.016, 0.023, -0.034], [-0.006, -0.010, -0.034], [-0.011, 0.013, 0.115], [0.022, -0.013, -0.009], [-0.236, -0.139, 0.066], [0.021, 0.066, 0.027], [-0.022, 0.056, -0.027], [0.217, 0.068, -0.095], [0.036, 0.034, -0.005], [-0.023, -0.016, -0.007], [0.013, -0.042, 0.077], [-0.063, 0.001, 0.157], [0.035, -0.172, 0.123], [-0.016, 0.048, -0.267], [0.024, 0.007, -0.014], [-0.004, 0.028, -0.042], [0.025, 0.005, 0.018], [0.008, 0.016, -0.009], [0.001, -0.013, 0.006], [-0.015, -0.032, 0.091], [-0.091, 0.015, 0.048], [-0.042, -0.003, 0.086], [0.039, -0.043, -0.470], [-0.002, 0.022, -0.345], [0.005, -0.003, 0.015], [0.058, 0.012, -0.092], [-0.132, -0.075, 0.202], [0.016, 0.034, -0.011], [-0.016, -0.122, -0.041], [-0.010, -0.003, 0.035], [0.049, 0.104, 0.003], [0.011, 0.008, 0.038], [0.059, -0.070, -0.003], [-0.074, -0.035, -0.031], [-0.104, -0.007, 0.071], [0.027, -0.014, 0.019], [-0.020, -0.025, -0.033], [0.263, 0.094, 0.526], [0.029, -0.009, -0.217]],
  "mulliken_charge": [0.388, 0.209, -0.694, 0.420, 0.585, 0.360, 0.284, -0.247, -0.779, 0.447, 1.259, 0.109, -0.697, 0.145, 0.378, 1.302, 0.471, 1.274, 0.260, -0.917, 0.456, -0.123, 0.243, -2.122, 0.547, -1.733, 0.082, 0.410, 0.276, -0.768, 0.546, 1.080, -0.277, -0.245, 0.375, 1.014, -0.974, 0.571, 0.409, -0.903, 0.518, -0.924, -0.119, -0.769, -0.183, -0.760, -0.622, -0.888, 0.239, 0.825, -0.641, 0.421, 0.435, -0.996, -0.915, 0.455, -0.904, -0.993, 0.267, -0.136, 0.483, 0.671, -0.971, 0.303, 0.463, -0.943, -0.728, -0.907, 0.508, 0.435, 0.465, 0.700, 0.436, 0.302, 0.209, 0.841],
  "lumo_energy_ha": [0.0174, -0.0460],
  "charge": 0,
  "spin_multiplicity": 5,
  "gap_ev": [8.3, 7.2],
  "mol_weight_g_mol": 672.524,
  "total_energy_ev": -60287.11277,
  "max_force_ev_per_a": 0.60
}


Record 2
{
  "formula": "C6H14NO",
  "method": "ωB97M-V/def2-TZVPD",
  "symbols": ["H", "H", "C", "H", "H", "C", "C", "H", "H", "H", "C", "H", "H", "H", "H", "C", "H", "H", "H", "O", "N", "C"],
  "positions_angstrom": [[-3.5547, -0.5958, 0.4439], [-2.0098, 0.8043, 2.2339], [3.0414, -0.1104, -0.4952], [1.5067, -1.3338, -1.4153], [3.8968, 0.1872, -1.0755], [1.7205, -0.2045, -1.4888], [-0.2386, -0.4055, -0.0037], [0.0140, 1.1174, -1.4796], [1.8172, 0.0092, -2.5879], [-0.3789, -1.2937, -0.7288], [-2.4839, -0.9807, 0.7602], [0.3978, -0.7277, 0.8681], [-2.4690, 1.9334, 1.1190], [-0.8054, 1.9227, 1.0387], [-2.4793, -1.1853, 1.7841], [0.6196, 0.6050, -0.8148], [3.1452, -1.1854, -0.1150], [-2.3308, -1.9130, 0.1673], [1.0768, 1.3801, -0.1571], [2.9086, 0.7032, 0.5782], [-1.6122, 0.0695, 0.2182], [-1.7821, 1.2037, 1.1501]],
  "forces_ev_per_angstrom": [[1.592, -1.020, 0.993], [1.306, 0.685, -1.382], [-0.983, -0.237, 1.341], [-0.116, 1.574, -0.474], [0.899, -0.211, -0.924], [0.703, -1.242, 0.626], [0.405, -0.195, -1.479], [-1.497, 0.788, -1.666], [0.344, 0.158, 0.966], [0.158, 1.093, 1.375], [-2.280, 0.691, -4.626], [-0.870, 0.210, -0.313], [-3.555, 2.014, -1.687], [-1.852, -2.103, 0.883], [0.423, -0.143, 1.927], [0.528, -1.224, 1.570], [0.338, 0.471, -0.734], [-0.056, 0.523, 0.538], [0.072, -0.798, -0.168], [-0.219, 0.031, -0.422], [-0.976, 0.200, 1.826], [5.636, -1.264, 1.831]],
  "nbo_charge": [0.173, 0.142, -0.010, 0.164, 0.093, -0.457, -0.214, 0.176, 0.174, 0.175, -0.403, 0.198, 0.181, 0.218, 0.164, -0.453, 0.061, 0.194, 0.258, -0.959, -0.457, -0.419],
  "lumo_energy_ha": 0.1338,
  "relative_energy_kj_mol": 282.4,
  "charge": -1,
  "smiles": "CN(C)CCCC[O-]",
  "gap_ev": 5.9,
  "mol_weight_g_mol": 116.184,
  "total_energy_ev": -9983.69641,
  "max_force_ev_per_a": 6.06
}